Entry 1:
A molecular structure, C15H12CuF3N3O13. Source: OMol25; level of theory: ωB97M-V with the def2-TZVPD basis set.

Multiplicity: 2
⟨S²⟩: 0.75
Strongest force on any atom in eV/Å: 0.4
E_LUMO (alpha / beta) in eV: 3.704 / 3.704
Orbital gap (alpha / beta) in eV: 7.26 / 7.29
Total charge: -2

Atoms and positions in Å:
Cu (-1.08, 1.14, 0.39)
F (2.51, 2.30, 3.84)
F (3.88, 1.21, 2.57)
F (2.88, 2.97, 1.82)
O (1.67, -0.23, 2.15)
O (-1.60, -0.98, 0.75)
O (0.20, 0.63, -1.00)
O (-3.06, 4.14, 2.06)
O (0.53, 1.68, 1.71)
O (-2.76, 0.84, -1.22)
O (0.59, -5.47, -3.03)
O (1.60, 1.51, -2.52)
O (1.70, -3.41, 3.48)
O (-1.97, -1.70, -1.34)
O (3.26, -4.48, 2.45)
O (-2.37, 2.07, 1.54)
O (2.15, -6.36, -1.85)
N (-1.04, 3.01, -0.62)
N (1.26, -5.54, -2.02)
N (2.19, -3.89, 2.49)
C (-1.28, 3.92, 0.49)
C (-0.03, -3.65, -1.10)
C (-1.40, -1.72, -0.23)
C (2.70, 1.87, 2.57)
C (0.43, -2.83, 1.12)
C (1.73, -4.67, 0.22)
C (0.75, 1.60, -1.63)
C (-2.11, 3.06, -1.62)
C (0.30, 3.01, -1.21)
C (0.98, -4.59, -0.94)
C (-2.37, 1.70, -2.26)
C (1.42, -3.78, 1.23)
C (-2.35, 3.34, 1.45)
C (1.50, 0.98, 2.08)
C (-0.30, -2.77, -0.06)
H (-3.18, 1.82, -3.00)
H (-1.88, 3.81, -2.39)
H (-3.02, 3.37, -1.10)
H (-2.57, -0.11, -1.42)
H (-1.48, 1.34, -2.78)
H (-1.58, 4.93, 0.17)
H (0.38, 3.68, -2.07)
H (1.01, 3.33, -0.45)
H (2.52, -5.40, 0.33)
H (0.25, -2.10, 1.90)
H (-0.36, 4.00, 1.08)
H (-0.60, -3.58, -2.01)

Atomic partial charges in e from the natural (NBO) method, atoms 1 to 6: 1.54 -0.35 -0.33 -0.34 -0.68 -0.78



Entry 2:
A molecular structure, C15H12F4N4O4PdS2 in a non-equilibrium geometry. Source: OMol25; level of theory: ωB97M-V with the def2-TZVPD basis set.

Multiplicity: 1
Strongest force on any atom in eV/Å: 1.9
E_LUMO (alpha / beta) in eV: 3.904 / 3.908
Orbital gap (alpha / beta) in eV: 2.77 / 2.72
Total charge: -2

Atoms and positions in Å:
Pd (-0.03, 0.21, 0.10)
S (2.15, -4.23, -0.98)
S (-3.19, -1.48, -3.11)
F (3.96, 4.25, 1.93)
F (0.91, -0.82, 2.65)
F (2.26, 0.55, 1.65)
F (0.62, 1.30, 2.84)
O (4.55, 6.40, 0.13)
O (-1.45, 2.47, 0.36)
O (1.37, 4.92, -2.72)
O (-0.92, 4.61, -0.01)
N (2.91, 5.60, -1.22)
N (-1.32, -0.74, -1.50)
N (1.19, -1.83, -0.80)
N (1.62, 3.73, -0.76)
C (2.28, 3.61, 0.41)
C (3.23, -2.14, 0.57)
C (1.90, 4.76, -1.64)
C (-0.91, -1.93, -2.03)
C (0.69, -3.84, -1.80)
C (3.29, 4.45, 0.76)
C (-0.78, 3.40, -0.10)
C (0.90, 0.35, 1.90)
C (-1.78, -2.47, -2.94)
C (0.48, 2.90, -1.00)
C (3.68, 5.56, -0.06)
C (-2.47, -0.36, -1.92)
C (2.19, -2.53, -0.41)
C (-3.19, 0.86, -1.53)
C (0.33, -2.53, -1.58)
H (-3.23, 1.57, -2.36)
H (0.19, -4.58, -2.40)
H (2.78, -2.10, 1.57)
H (4.03, -2.88, 0.57)
H (-4.22, 0.64, -1.23)
H (1.99, 2.79, 1.05)
H (3.61, -1.15, 0.36)
H (-2.65, 1.33, -0.70)
H (0.67, 1.83, -0.69)
H (0.20, 2.98, -2.05)
H (-1.72, -3.39, -3.48)
H (3.11, 6.37, -1.84)

Atomic partial charges in e from the natural (NBO) method, atoms 1 to 6: -0.08 0.24 0.28 -0.32 -0.43 -0.45



Entry 3:
A molecular structure, C15H12F5NO10STeTi in a non-equilibrium geometry. Source: OMol25; level of theory: ωB97M-V with the def2-TZVPD basis set.

Multiplicity: 1
Strongest force on any atom in eV/Å: 10.8
E_LUMO in eV: 3.089
Orbital gap in eV: 4.38
Total charge: -2

Atoms and positions in Å:
Te (-1.82, -2.47, 0.59)
Ti (-0.10, -0.29, 0.15)
S (1.91, 0.28, 1.41)
F (-3.67, -3.03, 1.74)
F (-1.88, -1.10, 2.18)
F (-1.22, -3.59, 2.10)
F (-1.78, -4.38, -0.14)
F (-1.83, -2.36, -1.61)
O (-0.35, 1.80, -0.05)
O (-1.94, -0.14, -0.08)
O (-6.74, 0.17, -3.97)
O (2.33, 1.64, 1.64)
O (1.73, 0.02, -0.08)
O (-0.05, -2.04, 0.29)
O (0.46, 0.12, 1.84)
O (-0.01, -0.09, -1.87)
O (-5.14, 0.60, -5.37)
O (2.76, -0.70, 2.02)
N (-5.54, 0.35, -4.23)
C (-3.25, 0.45, -3.43)
C (-2.76, -0.01, -1.08)
C (-0.91, 0.26, -2.67)
C (-0.13, 4.12, -1.50)
C (0.06, 6.51, -1.57)
C (-0.13, 4.13, -0.09)
C (0.00, 5.38, 0.55)
C (-0.29, 2.87, 0.61)
C (-5.05, -0.06, -1.88)
C (-0.41, 2.83, 2.11)
C (-4.60, 0.27, -3.18)
C (0.09, 6.54, -0.18)
C (-4.15, -0.20, -0.86)
C (-0.04, 5.28, -2.23)
C (-2.31, 0.29, -2.40)
H (-0.61, 0.50, -3.71)
H (-0.96, 1.93, 2.39)
H (-0.20, 3.15, -1.99)
H (-4.44, -0.50, 0.14)
H (-2.92, 0.65, -4.44)
H (-0.87, 3.72, 2.53)
H (0.11, 7.43, -2.14)
H (-0.03, 5.25, -3.31)
H (-6.10, -0.22, -1.73)
H (0.20, 7.49, 0.32)
H (0.61, 2.71, 2.48)
H (0.05, 5.43, 1.62)

Atomic partial charges in e from the natural (NBO) method, atoms 1 to 6: 2.60 1.44 2.58 -0.83 -0.73 -0.68



Entry 4:
A molecular structure, C15H12N3OS4SbSe2Ti. Source: OMol25; level of theory: ωB97M-V with the def2-TZVPD basis set.

Multiplicity: 2
⟨S²⟩: 0.78
Strongest force on any atom in eV/Å: 0.8
E_LUMO (alpha / beta) in eV: 2.260 / 1.173
Orbital gap (alpha / beta) in eV: 6.06 / 5.47
Total charge: -1

Atoms and positions in Å:
Sb (2.78, -2.33, -0.66)
Se (-2.51, -2.38, -0.42)
Se (-2.07, 1.31, -1.49)
Ti (0.03, -0.30, -0.42)
S (3.28, -3.66, -2.40)
S (0.45, 2.20, 0.01)
S (0.20, -2.61, -0.10)
S (2.20, -0.13, -1.49)
O (1.16, -0.24, 1.32)
N (1.96, 0.77, 1.64)
N (-0.60, -0.65, -2.53)
N (-1.65, -0.30, 1.19)
C (2.60, 3.03, 1.56)
C (-1.84, 0.36, -4.28)
C (1.74, 2.00, 1.12)
C (3.81, 1.47, 2.93)
C (-3.53, -0.60, 3.19)
C (-1.31, -0.53, -5.17)
C (-0.06, -1.52, -3.40)
C (-2.59, 0.42, 3.26)
C (-1.66, 0.52, 2.25)
C (-3.50, -1.46, 2.11)
C (3.61, 2.78, 2.44)
C (-1.48, 0.27, -2.93)
C (-0.41, -1.51, -4.73)
C (2.96, 0.49, 2.50)
C (-2.55, -1.28, 1.10)
H (-4.20, -2.29, 2.03)
H (-1.59, -0.48, -6.22)
H (4.27, 3.58, 2.76)
H (0.66, -2.22, -3.00)
H (4.61, 1.23, 3.61)
H (3.00, -0.55, 2.77)
H (-4.26, -0.73, 3.97)
H (-0.89, 1.28, 2.24)
H (-2.54, 1.13, -4.58)
H (2.43, 4.02, 1.16)
H (0.04, -2.22, -5.41)
H (-2.56, 1.12, 4.08)

Atomic partial charges in e from the natural (NBO) method, atoms 1 to 6: 0.96 0.10 -0.10 0.93 -0.86 -0.10



Entry 5:
A molecular structure, C15H12N4O4RhS. Source: OMol25; level of theory: ωB97M-V with the def2-TZVPD basis set.

Multiplicity: 5
⟨S²⟩: 6.04
Strongest force on any atom in eV/Å: 0.7
E_LUMO (alpha / beta) in eV: -3.649 / -6.242
Orbital gap (alpha / beta) in eV: 6.77 / 4.94
Total charge: +1

Atoms and positions in Å:
Rh (0.26, 0.89, 1.69)
S (0.36, -0.05, 3.79)
O (-0.27, -2.95, -1.05)
O (3.87, 1.29, 0.12)
O (2.11, 1.11, 1.41)
O (1.15, -3.63, -2.75)
N (-2.26, 0.20, 3.14)
N (-1.70, 0.65, 2.04)
N (-1.81, -0.74, 5.16)
N (-0.57, 1.93, 0.10)
C (1.16, -1.13, -0.24)
C (2.89, -1.95, -2.33)
C (-0.52, 3.20, -1.91)
C (2.85, 0.70, 0.32)
C (-2.63, 2.50, -1.04)
C (-1.34, -0.21, 4.04)
C (3.22, -0.88, -1.50)
C (2.38, -0.46, -0.47)
C (1.69, -2.57, -2.09)
C (-1.95, 1.88, 0.04)
C (0.84, -2.17, -1.07)
C (-0.09, -3.93, -2.09)
C (-1.91, 3.15, -2.00)
C (-2.57, 1.22, 1.08)
C (0.11, 2.58, -0.85)
H (-3.71, 2.44, -1.07)
H (-1.20, -1.07, 5.89)
H (-0.02, -4.92, -1.64)
H (4.15, -0.35, -1.64)
H (-3.63, 1.11, 1.22)
H (3.55, -2.27, -3.13)
H (-2.42, 3.63, -2.83)
H (-2.81, -0.78, 5.30)
H (1.19, 2.60, -0.74)
H (0.08, 3.71, -2.65)
H (-0.90, -3.85, -2.81)
H (0.46, -0.88, 0.55)

Atomic partial charges in e from the Löwdin method, atoms 1 to 6: 1.03 0.74 0.04 0.15 -0.22 0.06



What did the third record say?
A molecular structure, C15H12F5NO10STeTi in a non-equilibrium geometry. Source: OMol25; level of theory: ωB97M-V with the def2-TZVPD basis set.

Multiplicity: 1
Strongest force on any atom in eV/Å: 10.8
E_LUMO in eV: 3.089
Orbital gap in eV: 4.38
Total charge: -2

Atoms and positions in Å:
Te (-1.82, -2.47, 0.59)
Ti (-0.10, -0.29, 0.15)
S (1.91, 0.28, 1.41)
F (-3.67, -3.03, 1.74)
F (-1.88, -1.10, 2.18)
F (-1.22, -3.59, 2.10)
F (-1.78, -4.38, -0.14)
F (-1.83, -2.36, -1.61)
O (-0.35, 1.80, -0.05)
O (-1.94, -0.14, -0.08)
O (-6.74, 0.17, -3.97)
O (2.33, 1.64, 1.64)
O (1.73, 0.02, -0.08)
O (-0.05, -2.04, 0.29)
O (0.46, 0.12, 1.84)
O (-0.01, -0.09, -1.87)
O (-5.14, 0.60, -5.37)
O (2.76, -0.70, 2.02)
N (-5.54, 0.35, -4.23)
C (-3.25, 0.45, -3.43)
C (-2.76, -0.01, -1.08)
C (-0.91, 0.26, -2.67)
C (-0.13, 4.12, -1.50)
C (0.06, 6.51, -1.57)
C (-0.13, 4.13, -0.09)
C (0.00, 5.38, 0.55)
C (-0.29, 2.87, 0.61)
C (-5.05, -0.06, -1.88)
C (-0.41, 2.83, 2.11)
C (-4.60, 0.27, -3.18)
C (0.09, 6.54, -0.18)
C (-4.15, -0.20, -0.86)
C (-0.04, 5.28, -2.23)
C (-2.31, 0.29, -2.40)
H (-0.61, 0.50, -3.71)
H (-0.96, 1.93, 2.39)
H (-0.20, 3.15, -1.99)
H (-4.44, -0.50, 0.14)
H (-2.92, 0.65, -4.44)
H (-0.87, 3.72, 2.53)
H (0.11, 7.43, -2.14)
H (-0.03, 5.25, -3.31)
H (-6.10, -0.22, -1.73)
H (0.20, 7.49, 0.32)
H (0.61, 2.71, 2.48)
H (0.05, 5.43, 1.62)

Atomic partial charges in e from the natural (NBO) method, atoms 1 to 6: 2.60 1.44 2.58 -0.83 -0.73 -0.68



> total charge of number 1 (C15H12CuF3N3O13)?

-2



Please write out number 5 again, unchanged.
A molecular structure, C15H12N4O4RhS. Source: OMol25; level of theory: ωB97M-V with the def2-TZVPD basis set.

Multiplicity: 5
⟨S²⟩: 6.04
Strongest force on any atom in eV/Å: 0.7
E_LUMO (alpha / beta) in eV: -3.649 / -6.242
Orbital gap (alpha / beta) in eV: 6.77 / 4.94
Total charge: +1

Atoms and positions in Å:
Rh (0.26, 0.89, 1.69)
S (0.36, -0.05, 3.79)
O (-0.27, -2.95, -1.05)
O (3.87, 1.29, 0.12)
O (2.11, 1.11, 1.41)
O (1.15, -3.63, -2.75)
N (-2.26, 0.20, 3.14)
N (-1.70, 0.65, 2.04)
N (-1.81, -0.74, 5.16)
N (-0.57, 1.93, 0.10)
C (1.16, -1.13, -0.24)
C (2.89, -1.95, -2.33)
C (-0.52, 3.20, -1.91)
C (2.85, 0.70, 0.32)
C (-2.63, 2.50, -1.04)
C (-1.34, -0.21, 4.04)
C (3.22, -0.88, -1.50)
C (2.38, -0.46, -0.47)
C (1.69, -2.57, -2.09)
C (-1.95, 1.88, 0.04)
C (0.84, -2.17, -1.07)
C (-0.09, -3.93, -2.09)
C (-1.91, 3.15, -2.00)
C (-2.57, 1.22, 1.08)
C (0.11, 2.58, -0.85)
H (-3.71, 2.44, -1.07)
H (-1.20, -1.07, 5.89)
H (-0.02, -4.92, -1.64)
H (4.15, -0.35, -1.64)
H (-3.63, 1.11, 1.22)
H (3.55, -2.27, -3.13)
H (-2.42, 3.63, -2.83)
H (-2.81, -0.78, 5.30)
H (1.19, 2.60, -0.74)
H (0.08, 3.71, -2.65)
H (-0.90, -3.85, -2.81)
H (0.46, -0.88, 0.55)

Atomic partial charges in e from the Löwdin method, atoms 1 to 6: 1.03 0.74 0.04 0.15 -0.22 0.06